[1]
Molecular formula: C33H35BClN8O4Sc
Method: DFT, ωB97M-V/def2-TZVPD

Output
lowest unoccupied orbital energy (alpha / beta) = -2.768 / -7.333 eV
total charge = +1
2S+1 = 2
expectation value of S² = 0.77

The geometry in XYZ format:
```
83
Properties=species:S:1:pos:R:3:forces:R:3:mulliken_charge:R:1
Sc -0.19299 -0.03944 0.39094 -0.40 0.19 0.15 -0.49
Cl -1.28908 0.74011 8.76049 0.15 0.28 0.27 -0.18
O 0.27338 1.03603 2.20489 -0.61 -0.28 0.11 -0.65
O 1.99384 0.28133 0.25443 -0.60 -0.79 -0.08 -0.84
O 1.07835 -1.74696 0.43050 0.22 1.91 -0.44 -0.43
O -0.97412 -0.76460 2.25875 0.35 0.95 0.67 -0.72
N -2.62689 2.27184 -3.52095 0.97 2.01 -1.47 0.62
N -3.50273 1.78953 -4.46859 0.83 0.51 -0.81 -1.02
N -0.42701 1.08325 -2.90865 0.32 -1.80 -2.92 0.43
N -1.72266 2.34750 -1.08211 -1.00 0.70 0.87 0.63
N 0.32973 0.11530 -2.19874 1.37 -1.31 -1.44 0.23
N -2.72543 0.13032 -2.05598 0.91 -1.51 1.28 0.49
N -2.12507 -0.81601 -1.16016 -0.19 0.33 0.01 -0.27
N -1.79390 1.73217 0.17072 -1.31 -1.03 0.42 0.05
C -3.33236 1.89407 2.23159 0.76 0.21 -0.17 -1.27
C -3.99329 -0.26446 -2.27417 -1.24 -0.56 0.56 0.05
C -0.79580 -0.68379 6.54944 0.56 0.27 -0.31 -0.66
C -2.39092 3.54785 -0.91159 -0.13 0.21 -1.67 -0.22
C -2.62267 3.72203 -5.30862 0.94 0.12 0.20 -1.14
C -0.54733 -0.81336 5.18711 -0.36 -1.58 0.36 -0.21
C -3.47594 2.62625 -5.54359 0.33 -1.52 3.45 0.64
C -0.30148 0.28189 4.38667 -1.12 -0.17 -0.60 0.26
C -0.80018 0.58674 7.12911 0.37 -0.77 -1.01 0.24
C 3.44317 -1.58623 0.71853 0.28 -1.77 0.80 0.65
C 2.03741 -1.61658 -2.80360 0.77 0.02 1.00 -1.00
C -0.23593 1.53429 4.96843 0.99 0.57 -0.56 -0.42
C -0.04283 1.04990 -4.21048 -1.24 0.47 1.36 -0.05
C 4.88061 0.13492 -0.53742 -0.24 1.23 -0.31 -1.29
C -2.07458 3.49025 -4.05301 -0.80 -0.93 0.02 -0.24
C 4.66322 -0.94731 0.45639 1.67 -0.96 0.90 0.89
C -0.36175 0.18350 2.90978 0.70 -0.57 -1.24 1.45
C -4.33267 2.32571 -6.66501 -0.24 0.38 -2.15 -1.17
C 1.07377 -0.55248 -3.10954 -0.68 1.49 2.32 0.76
C 2.13545 -0.96504 0.44707 -0.15 -1.04 -0.58 1.58
C -0.40385 1.65479 6.33697 -0.41 1.52 0.35 -0.60
C -3.05875 -1.74624 -0.88007 -0.57 0.79 -0.76 0.64
C -4.29219 -1.41481 -1.50089 1.41 1.12 -1.19 -1.45
C 2.38981 -3.80501 1.76149 0.18 -0.14 -0.06 -1.60
C 4.67560 -3.13621 2.15985 0.06 -0.21 0.89 -0.61
C 3.50436 -2.85036 1.45813 0.77 1.43 -0.22 0.70
C 7.00206 -2.70624 3.03157 -0.87 0.18 -0.22 -1.46
C 0.89736 0.02607 -4.41818 -0.52 0.52 0.60 -1.28
C -2.77634 -3.02442 -0.12896 0.81 0.58 0.12 -1.10
C -2.65707 2.41334 0.97127 0.72 0.51 -1.38 0.64
C 5.84042 -1.38546 1.13233 -0.45 -0.01 -0.31 -0.90
C -2.95985 3.66470 0.30788 0.42 -1.25 0.83 -1.45
C 5.86530 -2.40329 2.08454 -1.15 -0.07 -0.49 0.23
B -1.98029 1.41172 -2.40517 -0.09 1.83 0.61 0.55
H -0.55156 1.62254 -4.96306 -0.12 0.32 0.00 0.46
H 6.56819 -2.97756 3.99190 0.09 -0.06 0.10 0.39
H -0.87563 -1.56732 7.15839 -0.41 -0.09 0.13 0.41
H -3.47812 4.52606 0.69748 -0.20 -0.21 -0.03 0.50
H -1.39659 4.15191 -3.51374 -0.09 -0.56 -0.03 0.55
H 1.47722 -3.44986 1.33385 -0.59 -0.04 0.42 0.19
H 7.61577 -1.84283 3.16930 0.45 0.60 0.10 0.40
H 7.63615 -3.51380 2.71251 0.17 -0.44 -0.31 0.30
H -4.35179 2.29578 2.33153 0.48 0.03 -0.21 0.42
H -2.53622 4.24104 -1.74520 0.25 -0.41 0.47 0.43
H -3.65128 -3.67910 -0.05323 0.20 0.24 -0.40 0.40
H 2.54249 -4.82527 1.34980 0.35 0.61 0.33 0.32
H -3.39728 0.81483 2.23293 0.01 -0.31 -0.23 0.27
H 2.93756 -1.26194 -2.26415 -0.55 0.34 -0.04 -0.07
H -4.63333 0.30769 -2.95499 0.41 -0.32 0.37 0.48
H -0.30466 2.65626 6.76433 -0.15 -0.39 0.06 0.39
H 2.42223 -3.82770 2.85588 -0.78 -0.48 -0.18 0.46
H -5.00695 3.21413 -6.79457 0.40 -1.05 -0.44 0.28
H 4.58286 -3.89008 2.97348 0.24 0.24 -0.91 0.31
H 6.77019 -0.88773 0.90720 0.09 0.30 -0.04 0.36
H -0.57698 -1.83883 4.76771 0.03 0.86 0.11 0.37
H -5.19055 -2.01911 -1.50514 0.12 0.30 -0.02 0.45
H -3.66366 2.15787 -7.56117 -0.95 0.55 0.57 0.26
H 2.47132 -2.06486 -3.68469 -0.43 -0.38 -0.34 0.48
H 4.22566 0.97999 -0.28735 0.16 -0.08 -0.29 0.20
H -4.88368 1.38867 -6.55739 -0.09 0.35 0.30 0.32
H -2.37374 4.52597 -6.04917 -0.34 -0.81 1.16 0.34
H -2.49842 -2.78878 0.91621 0.27 -0.22 -0.52 0.18
H -1.94079 -3.51746 -0.68817 -0.67 0.08 0.84 0.23
H 1.58896 -2.31914 -2.10709 -0.03 -0.40 -0.15 0.25
H 4.66038 -0.16048 -1.58474 0.11 0.03 0.59 0.21
H 5.92218 0.50137 -0.49415 -0.52 -0.27 -0.11 0.38
H -2.77184 2.14685 3.13125 0.02 0.23 0.06 0.22
H 1.35000 -0.29381 -5.34173 0.00 0.06 -0.04 0.49
H 0.04400 2.38761 4.30255 -0.42 -0.66 0.91 0.37
```
Forces are in eV/Å.



[2]
Molecular formula: C35H55N11OSV
Method: DFT, ωB97M-V/def2-TZVPD

Output
lowest unoccupied orbital energy (alpha / beta) = -8.430 / -8.409 eV
total charge = +3
2S+1 = 3
expectation value of S² = 2.02

The geometry in XYZ format:
```
104
Properties=species:S:1:pos:R:3:forces:R:3:mulliken_charge:R:1
V -0.78725 -0.36383 -0.89391 0.67 -0.08 2.48 0.08
S 1.38525 0.10292 0.14171 0.39 0.36 0.20 0.25
O -1.04932 -1.27947 1.06343 -0.03 -0.11 -0.34 -0.32
N -1.87585 0.83074 1.17103 0.13 -0.20 -0.57 1.15
N -2.65839 0.88587 3.28053 0.02 0.04 0.00 0.01
N 0.62332 3.30610 -1.77543 -0.13 -0.25 0.06 0.51
N 0.94540 1.73161 -3.44452 -0.10 -0.10 0.10 0.67
N 1.90534 -2.24355 1.24048 -0.05 -0.19 0.08 1.06
N -0.13438 -2.05613 -1.72564 0.37 -1.20 -0.72 0.63
N -2.57516 -1.20726 -1.18089 -1.68 -0.47 -0.18 0.67
N 1.78725 -0.49189 2.72171 0.02 0.08 -0.01 0.14
N -0.48641 1.25079 -1.67348 -0.16 1.73 -0.91 1.30
N -3.45205 1.44178 -2.08855 0.13 -0.13 -0.11 -0.22
N -2.93218 2.78573 1.94688 -0.02 0.02 0.03 -0.21
C -3.24097 1.40168 4.51142 -0.09 0.12 0.03 -1.10
C 0.60947 -4.73338 -1.70343 0.02 0.14 -0.08 -1.00
C 0.35428 3.60430 -0.37430 -0.02 0.03 0.11 -0.96
C -3.10338 3.40891 -3.46948 -0.09 -0.03 0.05 -1.31
C 2.13231 -3.31748 2.20852 -0.06 -0.14 0.01 -0.53
C 4.49417 -4.09278 1.52594 -0.15 0.03 -0.22 -0.49
C -0.67513 -4.35941 -1.34091 -0.13 0.03 0.11 -0.94
C -3.47540 -3.42951 -1.10330 0.27 -0.08 0.08 -1.04
C -4.75731 -2.92738 -0.99248 -0.04 -0.02 0.02 -1.16
C 0.24034 0.91340 -4.43128 -0.08 0.02 -0.11 -1.03
C 0.95987 4.46490 -2.59988 0.05 0.20 -0.10 -1.28
C 2.00962 -1.41870 -2.78541 -0.09 -0.07 -0.01 -0.47
C 3.09786 1.64764 2.83316 -0.05 -0.11 0.22 -0.40
C 3.00100 -4.42544 1.61963 0.21 0.12 0.12 -0.71
C 4.54162 0.04927 4.24203 -0.01 0.17 -0.04 -0.96
C 4.85567 -3.06801 0.45008 0.02 -0.07 0.18 -0.79
C -3.82861 2.69068 -2.36883 0.04 0.05 0.00 0.85
C -2.51122 1.54335 2.13298 -0.03 -0.05 0.16 -0.44
C 1.47374 -3.76063 -2.16762 -0.05 -0.10 0.06 -0.74
C 0.36603 2.10003 -2.29449 0.34 0.35 -0.23 -1.04
C 1.08147 -2.42518 -2.18380 0.12 -0.01 -0.01 0.47
C 1.76357 0.93040 3.08961 0.23 0.18 -0.14 -0.56
C 1.70312 -0.96174 1.47962 0.01 -0.02 0.04 -0.21
C 2.26406 2.20917 -3.85148 0.13 0.04 -0.08 -1.20
C -3.83394 -0.71137 -1.08871 -0.10 -0.29 0.05 0.48
C -5.19760 1.28737 -0.46936 0.08 -0.11 0.15 -0.65
C -5.57664 2.59571 -0.73776 0.01 0.02 -0.05 -1.01
C -2.09264 -0.44030 3.13202 0.03 -0.16 -0.08 -0.40
C -4.93408 -1.56005 -0.98608 0.14 0.01 -0.03 -1.20
C 4.11107 1.49132 3.97002 0.02 -0.13 -0.15 -0.76
C -2.40730 -2.55211 -1.17914 -0.52 0.03 -0.17 0.92
C -1.60858 -0.37244 1.69767 -0.25 0.29 0.56 -0.58
C -4.13999 0.74009 -1.18655 0.01 0.37 -0.01 0.91
C -4.90056 3.30155 -1.71343 0.02 -0.05 0.07 -0.76
C -1.02819 -3.02377 -1.39110 0.34 -0.29 -0.17 0.90
H 1.16074 4.22496 0.01550 0.00 -0.01 -0.03 0.50
H -1.21329 1.76016 -1.15912 0.09 0.24 -0.25 -0.53
H 5.93640 -2.94082 0.40505 -0.01 0.03 -0.06 0.45
H -2.71849 2.29958 4.84499 0.03 -0.03 -0.01 0.37
H 2.62039 -2.91934 3.09963 0.04 -0.02 -0.02 0.39
H 0.91142 -5.77141 -1.66087 0.00 0.00 -0.01 0.55
H 2.61608 -4.70163 0.63090 -0.04 -0.04 0.02 0.06
H -3.14463 0.64466 5.28418 0.00 0.00 0.00 0.42
H -5.92759 -1.13957 -0.95760 0.00 0.02 -0.02 0.66
H 3.70079 1.92607 4.88476 0.03 0.05 -0.01 0.33
H 4.52051 -3.40686 -0.53434 -0.01 0.02 -0.02 0.20
H 2.89900 2.71142 2.68274 -0.05 -0.02 -0.01 0.43
H 5.02557 -5.02096 1.31223 0.04 0.01 0.07 0.36
H -5.60835 -3.59330 -0.94261 0.01 -0.01 0.00 0.49
H -0.54266 0.32527 -3.96267 0.00 0.02 -0.02 0.16
H -1.27982 -0.62328 3.83814 0.05 0.00 -0.07 0.42
H 1.93125 -1.49825 -3.87246 0.00 -0.01 0.00 0.41
H 2.45938 -4.02417 -2.52703 0.00 0.04 -0.01 0.57
H 3.74863 -0.52937 4.72569 0.02 -0.05 0.02 0.26
H -3.75796 3.47681 -4.34078 0.05 0.03 -0.02 0.42
H -3.46114 3.26898 2.65415 0.02 0.03 0.00 0.27
H 2.21436 2.91668 -4.68037 -0.03 -0.01 0.02 0.41
H -0.20484 1.55680 -5.19410 0.00 0.00 0.03 0.31
H 0.95676 1.40191 2.52970 -0.03 -0.02 0.00 -0.25
H -2.86155 3.20741 1.03636 -0.02 -0.05 -0.02 0.10
H 4.99484 2.07616 3.71152 -0.01 0.03 0.05 0.40
H 2.88004 -5.30005 2.26020 -0.07 -0.01 -0.03 0.46
H -5.71849 0.71480 0.28647 -0.03 -0.03 -0.04 0.62
H 4.41577 -2.08974 0.65106 0.03 0.03 -0.05 0.02
H 2.84698 1.34742 -4.17900 -0.03 0.00 0.00 0.41
H -5.20186 4.30459 -1.98569 0.01 0.00 0.01 0.52
H 3.04255 -1.64408 -2.52422 0.00 0.06 0.07 0.37
H -1.38382 -5.11062 -1.02733 -0.01 0.03 0.00 0.49
H -0.57975 4.16625 -0.26876 0.01 -0.02 -0.04 0.28
H 2.19785 -1.09559 3.41916 -0.07 -0.10 -0.04 0.17
H 3.52159 1.26486 1.90207 0.01 0.05 -0.08 0.20
H 1.52410 0.97868 4.15329 -0.09 -0.05 -0.02 0.65
H 1.81859 -2.53492 0.27994 0.06 0.07 -0.07 -0.67
H -4.30184 1.62378 4.38552 0.01 -0.03 -0.02 0.37
H 2.77906 2.66694 -3.01199 -0.03 -0.02 0.00 0.37
H -2.84415 -1.22303 3.26164 0.01 0.00 -0.02 0.41
H -2.84364 4.42812 -3.18125 0.02 -0.01 -0.02 0.40
H 4.84424 -0.45388 3.31949 -0.01 -0.03 0.01 0.19
H -6.41249 3.04210 -0.21500 0.01 0.00 0.02 0.50
H 4.84495 -3.74694 2.50158 0.02 -0.04 0.02 0.30
H 0.72219 4.27390 -3.64263 -0.01 0.00 0.04 0.41
H 5.39564 0.03491 4.91680 -0.03 -0.07 0.04 0.44
H 0.94675 0.25778 -4.93440 0.02 -0.04 0.08 0.44
H 0.31269 2.68772 0.20921 0.02 0.00 0.00 0.14
H 1.16092 -3.72163 2.50919 0.01 0.06 0.06 0.21
H 1.76840 -0.40968 -2.47828 0.04 0.07 -0.03 -0.70
H 0.36041 5.30995 -2.26111 -0.04 -0.04 0.01 0.40
H -2.21542 2.85594 -3.76318 0.09 -0.02 0.00 0.05
H 2.00967 4.74567 -2.51254 -0.01 -0.05 0.03 0.37
H -3.31000 -4.49454 -1.15104 -0.04 0.00 0.00 0.45
```
Forces are in eV/Å.



[3]
Molecular formula: C10H10AuN2O4
Method: DFT, ωB97M-V/def2-TZVPD

Output
lowest unoccupied orbital energy (alpha / beta) = -11.498 / -15.849 eV
total charge = +3
2S+1 = 3
expectation value of S² = 2.02

The geometry in XYZ format:
```
27
Properties=species:S:1:pos:R:3:forces:R:3:mulliken_charge:R:1
Au 2.38596 -1.14907 -0.57683 0.34 -0.39 0.06 0.71
O -0.75875 -3.64747 -0.15141 0.92 1.06 -0.04 -0.10
O 3.27021 -1.78868 2.33684 -1.79 1.44 -3.65 -0.16
O 1.32594 1.60260 -1.64166 1.08 -2.57 0.94 -0.25
O 2.60929 -2.80569 -3.28309 -0.05 1.95 2.23 -0.12
N -0.32420 1.63579 2.21515 -2.11 -0.50 -0.15 0.05
N -0.00684 0.09186 0.64990 -1.58 -0.62 -0.40 0.05
C 0.01170 -2.82420 -0.22965 -1.04 -1.38 -0.02 0.08
C -1.33741 0.10845 0.96580 2.25 -0.87 -1.27 -0.36
C 2.85332 -1.47993 1.30775 2.55 -2.23 4.55 0.32
C -1.44509 -0.96277 -3.66702 3.02 -1.98 -3.12 -0.25
C -0.00381 2.72450 3.15040 0.26 0.54 0.59 -0.71
C -1.56327 1.05970 1.95552 2.33 2.71 2.05 -0.24
C 0.58292 1.01408 1.39518 -1.24 0.24 0.74 -0.33
C 2.59547 -2.14416 -2.35631 0.50 -3.09 -2.82 0.18
C 1.74906 0.61035 -1.25560 -1.36 4.58 -1.95 0.41
C -2.13329 -0.42710 -2.65180 -3.08 1.94 2.34 -0.15
H 0.77630 2.40329 3.85326 -0.36 -0.17 -0.12 0.36
H 1.63157 1.29353 1.42070 -0.09 -0.10 -0.10 0.49
H -0.76357 -0.37504 -4.29477 -0.47 0.07 0.08 0.33
H -2.15445 0.65635 -2.49964 0.25 -0.24 0.11 0.35
H -1.40676 -2.03896 -3.87019 -0.36 0.22 0.09 0.34
H -2.45282 1.36943 2.47753 -0.18 0.03 0.08 0.47
H -0.90990 2.99640 3.69766 0.23 -0.03 -0.10 0.29
H -2.07722 -0.51934 0.49736 0.04 -0.17 0.05 0.52
H -2.85629 -1.01014 -2.07569 0.31 -0.05 -0.03 0.37
H 0.40192 3.60621 2.63062 -0.38 -0.37 -0.13 0.35
```
Forces are in eV/Å.



[4]
Molecular formula: C2H8NOS2
Method: DFT, ωB97M-V/def2-TZVPD

Output
lowest unoccupied orbital energy = 3.624 eV
total charge = -1

The geometry in XYZ format:
```
14
Properties=species:S:1:pos:R:3:forces:R:3:mulliken_charge:R:1
S -1.03857 -0.15185 -2.40762 -0.31 -0.43 0.64 -0.26
S -2.69889 0.68135 -1.42864 -0.22 -0.11 -0.22 -0.68
O -1.49011 -0.75330 0.99197 -0.59 -0.35 -0.12 -0.52
N 2.00727 0.44944 0.48544 -0.35 -0.47 -0.16 -0.59
C 0.87713 -0.57757 0.48902 0.63 0.91 0.48 -0.06
C -0.41990 0.14284 0.89871 0.42 0.14 -1.02 -0.51
H 2.89186 0.04917 0.20086 -0.15 -0.28 -0.26 0.19
H -1.09678 0.59956 -3.47182 0.12 0.54 -0.94 0.07
H -0.30317 0.68892 1.84809 0.16 -0.06 -0.12 0.24
H -2.14506 -0.51199 0.26846 0.63 0.06 0.48 0.24
H 0.72523 -0.97323 -0.55674 0.43 0.35 1.25 0.10
H 1.06697 -1.37266 1.22964 0.01 -0.11 -0.45 0.24
H 2.23313 0.88721 1.38247 -0.75 -0.43 -0.12 0.19
H -0.60911 0.84211 0.07016 -0.04 0.23 0.58 0.33
```
Forces are in eV/Å.



[5]
Molecular formula: C6H9N
Method: DFT, ωB97M-V/def2-TZVPD

Output
lowest unoccupied orbital energy = 0.996 eV
structure (SMILES) = CC#CCN1CC1

The geometry in XYZ format:
```
16
Properties=species:S:1:pos:R:3:forces:R:3:mulliken_charge:R:1
N 1.22785 -0.83604 0.63409 0.03 0.09 0.12 -0.32
C -0.06361 0.67390 -0.94099 -0.53 0.46 0.17 -0.21
C 1.02885 0.47416 0.05628 0.13 0.13 0.07 -0.34
C 1.74273 -1.90449 -0.18660 0.22 -0.08 -0.13 -0.32
C -1.08649 1.32198 -0.99204 0.60 -0.30 0.20 0.22
C -1.98585 2.20465 -0.24521 -0.11 0.09 0.04 -0.92
C 0.33257 -1.91775 0.28154 -0.20 -0.13 0.02 -0.44
H -2.97830 1.79137 -0.05109 0.09 0.10 -0.21 0.29
H 2.49246 -2.51465 0.31401 -0.12 0.01 -0.26 0.24
H 1.91091 -1.69378 -1.24388 -0.03 -0.10 0.16 0.26
H 0.02218 -2.56023 1.10302 0.08 0.09 -0.16 0.24
H -2.05272 3.21888 -0.64266 -0.15 -0.18 -0.11 0.30
H -1.45388 2.26398 0.71901 -0.34 0.19 0.00 0.24
H 0.66781 1.12948 0.86732 0.29 -0.16 -0.01 0.20
H 1.98655 0.89026 -0.27149 -0.09 -0.23 -0.07 0.31
H -0.42954 -1.71830 -0.47385 0.14 0.00 0.18 0.24
```
Forces are in eV/Å.



[6]
Molecular formula: C3H7N3O
Method: DFT, ωB97M-V/def2-TZVPD

Output
lowest unoccupied orbital energy (alpha / beta) = 0.496 / 0.497 eV
structure (SMILES) = C/C=N/N=[N+](/C)[O-]

The geometry in XYZ format:
```
14
Properties=species:S:1:pos:R:3:forces:R:3:mulliken_charge:R:1
O -2.06385 1.41239 -0.38194 0.56 -0.35 0.29 -0.66
N 0.53588 0.24784 0.06996 0.07 2.41 1.78 -0.10
N -0.60808 -0.33024 -0.07175 -1.67 -1.78 -0.47 -0.38
N -1.75235 0.23269 -0.09856 0.39 0.32 0.33 0.75
C 2.87912 0.60472 0.29291 2.01 -2.04 -0.22 -0.73
C -2.82432 -0.78239 0.16661 -1.65 3.65 1.41 -0.80
C 1.66180 0.11378 -0.46255 -0.82 -1.85 -1.36 -0.13
H 1.65654 -0.46346 -1.49834 0.84 1.17 1.95 0.35
H 2.81266 0.86229 1.39968 -0.64 -0.27 -1.71 0.25
H 3.20688 1.43846 -0.30998 0.66 0.51 0.24 0.24
H -3.03968 -1.14085 -0.74197 -1.16 -1.49 -3.39 0.36
H -3.79617 -0.45946 0.68148 1.80 0.48 -0.86 0.26
H -2.41608 -1.50240 0.72805 1.61 -2.67 2.03 0.35
H 3.74765 -0.23338 0.22640 -1.98 1.91 -0.02 0.24
```
Forces are in eV/Å.